Here is a 2-piece molecular cluster, C31H40N4O5 overall at a distorted geometry from the Open Molecules 2025 dataset. Energies are from the ωB97M-V functional and the def2-TZVPD basis.

Each line ends with the Löwdin charge.
Element x y z (Å)
C: 3.71343 -0.18546 -1.95114  -0.016
N: 3.60816 1.08161 -1.23863  0.026
C: 4.83296 1.69738 -0.96736  -0.412
O: 5.90727 1.18027 -1.27758  0.082
N: 4.79434 2.93929 -0.33881  0.015
C: 6.05933 3.62248 -0.18928  -0.009
C: 3.63924 3.55453 0.14585  -0.353
O: 3.67976 4.67196 0.66097  0.066
C: 2.39085 2.79194 0.01650  -0.029
C: 1.27906 3.30650 0.60210  0.094
C: -0.10701 3.06475 0.23328  -0.200
C: -0.68747 1.81813 0.51694  0.007
C: -2.02699 1.54182 0.28499  -0.114
C: -2.87021 2.54766 -0.28255  -0.098
N: -4.19265 2.31306 -0.49170  -0.094
C: -4.84348 1.15166 0.05796  -0.172
C: -3.95243 -0.07989 0.02663  -0.162
C: -2.57456 0.19107 0.63750  -0.138
C: -5.10416 3.33787 -0.93186  -0.172
C: -4.44250 4.39167 -1.80252  -0.168
C: -3.12021 4.88662 -1.22859  -0.153
C: -2.28952 3.80039 -0.62687  -0.151
C: -0.94075 4.02396 -0.38974  0.018
C: 2.37518 1.54137 -0.74060  -0.333
O: 1.37592 0.85189 -0.93251  0.075
H: 2.71080 -0.58630 -2.09558  0.086
H: 4.21226 -0.00855 -2.91104  0.101
H: 4.34249 -0.88367 -1.38239  0.094
H: 5.81931 4.60831 0.20610  0.087
H: 6.69701 3.05985 0.49957  0.103
H: 6.55759 3.67717 -1.16062  0.100
H: 1.45054 4.14531 1.28044  0.139
H: -0.05391 1.06084 0.96703  0.099
H: -5.16810 1.35508 1.09208  0.132
H: -5.74852 0.98460 -0.53436  0.117
H: -4.44993 -0.89047 0.57423  0.111
H: -3.83548 -0.38950 -1.02173  0.120
H: -1.87094 -0.57645 0.27993  0.090
H: -2.62680 0.08832 1.73913  0.130
H: -5.89300 2.82051 -1.49084  0.119
H: -5.58464 3.81372 -0.06099  0.130
H: -4.28600 3.95562 -2.79381  0.118
H: -5.13060 5.23272 -1.90603  0.111
H: -2.54593 5.38455 -2.01892  0.119
H: -3.31847 5.64805 -0.45930  0.124
H: -0.49160 4.98027 -0.67413  0.127
C: -0.17253 -2.98082 -3.56653  -0.040
O: -0.38695 -3.76017 -2.38319  -0.025
C: -0.50666 -2.99005 -1.29255  -0.435
O: -0.46254 -1.77089 -1.30510  0.110
C: -0.67872 -3.83820 -0.06668  -0.218
C: -1.99518 -4.63899 -0.03988  -0.105
C: -2.46087 -4.63450 1.41612  -0.154
C: -1.35068 -3.91686 2.18087  -0.160
N: -0.66892 -3.06218 1.16381  -0.060
C: 0.61602 -2.59578 1.53782  -0.221
C: 1.13141 -1.36681 1.23696  -0.006
C: 2.56064 -1.04249 1.44407  -0.186
C: 3.27357 -1.93762 2.47138  -0.187
C: 2.90867 -3.41737 2.28772  -0.196
C: 1.40196 -3.63359 2.32542  -0.165
H: -0.09791 -3.76243 -4.31612  0.092
H: -1.01196 -2.30347 -3.75869  0.100
H: 0.74354 -2.38110 -3.49895  0.094
H: 0.15400 -4.57384 -0.04604  0.161
H: -2.74214 -4.18155 -0.70168  0.121
H: -1.76437 -5.64115 -0.42123  0.118
H: -3.40960 -4.10196 1.53323  0.106
H: -2.57675 -5.65546 1.79481  0.109
H: -1.66049 -3.35696 3.07860  0.130
H: -0.67154 -4.71845 2.52551  0.098
H: 0.50774 -0.62879 0.75802  0.060
H: 3.11725 -1.11841 0.49705  0.098
H: 2.62487 0.00813 1.73706  0.110
H: 4.35999 -1.85511 2.35012  0.107
H: 3.01483 -1.58814 3.48098  0.116
H: 3.26801 -3.74440 1.29756  0.119
H: 3.38529 -4.05887 3.04792  0.112
H: 1.03422 -3.62122 3.37147  0.125
H: 1.22617 -4.65300 1.93838  0.109

Properties
* ΔE to the lowest compared entry with this formula, charge and spin: 3.0 kcal per mole
* electronic energy: -48994.9518 eV
* SMILES: CN1C(=O)C(=Cc2cc3c4c(c2)CCCN4CCC3)C(=O)N(C)C1=O.COC(=O)[C@@H]1CCCN1C1=CCCCC1
* orbital gap: 0.2429 Ha
* multiplicity: 1

***

Here is a 3-piece molecular cluster, C31H41BrN5O7 overall at a distorted geometry from the Open Molecules 2025 dataset. Energies are from the ωB97M-V functional and the def2-TZVPD basis.

Each line ends with the Löwdin charge.
Element x y z (Å)
C: 6.70981 -0.50017 1.53655  0.031
C: 5.58984 -0.05414 0.65074  -0.505
O: 5.71922 0.34596 -0.46803  0.134
O: 4.34500 -0.12455 1.24014  -0.024
C: 3.30559 -0.62519 0.40815  -0.140
C: 2.09803 0.31702 0.47910  -0.119
N: 0.93452 -0.35839 1.05278  0.143
C: -0.30248 -0.34073 0.61999  -0.395
N: -0.59043 0.31342 -0.55630  -0.299
Br: 0.16691 -0.58457 -2.04841  0.996
C: -2.02880 0.60581 -0.78321  -0.324
C: -2.44123 1.87493 -0.03340  -0.042
C: -1.41122 2.99390 -0.14990  -0.350
O: -0.92592 3.26993 -1.21351  0.146
C: -1.05988 3.69597 1.12664  -0.164
C: -1.78966 4.78578 1.57826  -0.012
C: -1.45556 5.38526 2.78409  -0.055
C: -0.39502 4.90244 3.53894  -0.072
C: 0.33275 3.81227 3.08952  -0.072
C: 0.00101 3.20904 1.88417  -0.043
C: -2.94330 -0.58364 -0.47104  -0.054
C: -2.40568 -1.51131 0.64229  -0.400
C: -3.56319 -1.87084 1.58218  0.011
C: -1.87093 -2.82103 0.00517  -0.037
C: -1.25434 -3.71553 1.05612  -0.502
O: -1.85467 -4.44188 1.78708  0.151
O: 0.10853 -3.58429 1.10942  0.076
N: -1.24813 -0.94434 1.40730  0.053
C: -1.56959 -0.16053 2.63900  -0.073
C: -1.59018 -1.01096 3.92205  -0.142
O: -2.84818 -0.88450 4.56975  -0.019
C: -3.09617 0.30698 5.20678  -0.517
C: -2.09005 0.79315 6.21459  0.026
O: -4.11118 0.88971 4.96836  0.145
H: 7.18429 -1.36874 1.08554  0.100
H: 7.43615 0.30661 1.61040  0.098
H: 6.35943 -0.75195 2.53297  0.084
H: 3.03112 -1.61412 0.78499  0.133
H: 3.64458 -0.74666 -0.61793  0.126
H: 1.85874 0.73686 -0.48953  0.084
H: 2.38001 1.14486 1.13116  0.131
H: 1.10497 -0.91937 1.87717  0.175
H: -2.12111 0.83111 -1.84217  0.130
H: -2.69799 1.70184 1.00937  0.111
H: -3.35278 2.23824 -0.51523  0.151
H: -2.62612 5.17119 1.01061  0.125
H: -2.01956 6.22737 3.15915  0.113
H: -0.12806 5.37689 4.47291  0.110
H: 1.16042 3.42014 3.66600  0.107
H: 0.56192 2.35652 1.52585  0.083
H: -3.93967 -0.21265 -0.24043  0.132
H: -3.04801 -1.17739 -1.38034  0.127
H: -4.28123 -2.45626 1.01233  0.114
H: -3.25366 -2.40570 2.47129  0.083
H: -4.08769 -0.96539 1.88749  0.098
H: -2.69834 -3.34132 -0.46994  0.145
H: -1.09235 -2.60990 -0.72415  0.072
H: 0.48341 -4.45469 1.30773  0.132
H: -2.50418 0.38468 2.53789  0.118
H: -0.78963 0.59358 2.74977  0.119
H: -0.77794 -0.71102 4.58391  0.116
H: -1.46782 -2.06171 3.66988  0.128
H: -2.63117 1.02496 7.12850  0.102
H: -1.63983 1.71450 5.84579  0.095
H: -1.31304 0.06733 6.43662  0.079
N: 1.80192 -2.58472 -4.16289  -0.034
C: 1.93324 -3.93598 -4.36056  -0.129
C: 3.24859 -4.18645 -4.63361  -0.093
C: 3.94036 -2.94344 -4.59858  -0.093
C: 3.02552 -1.97241 -4.30411  -0.154
H: 0.94627 -2.11377 -3.94439  0.030
H: 1.08460 -4.59451 -4.29378  0.109
H: 3.67250 -5.15413 -4.84101  0.098
H: 4.99066 -2.78386 -4.77333  0.099
H: 3.13722 -0.90682 -4.18490  0.105
N: 0.36076 0.19628 -5.84013  -0.005
C: 0.50521 1.52869 -5.55288  -0.151
C: -0.47227 2.20783 -6.22720  -0.104
C: -1.23624 1.24888 -6.94899  -0.104
C: -0.69944 0.01741 -6.68960  -0.138
H: 0.95299 -0.54009 -5.50317  0.095
H: 1.28692 1.87765 -4.89957  0.104
H: -0.62258 3.27391 -6.21038  0.094
H: -2.08037 1.44439 -7.58827  0.093
H: -0.97608 -0.96370 -7.03563  0.107

Properties
* ΔE to the lowest compared entry with this formula, charge and spin: 0.0 kcal per mole
* electronic energy: -124630.2420 eV
* orbital gap: 0.2097 Ha
* total charge: +1
* multiplicity: 1